Below is a molecular structure, C14H30FIO2Ta in a non-equilibrium geometry, with properties calculated with ωB97M-V with the def2-TZVPD basis set.

Values from the calculation:
molar mass	557.24	g/mol
LUMO	2.3	eV
HOMO	-0.1768	hartree
Kohn-Sham gap	7.16	eV

```
! wB97M-V def2-TZVPD RIJCOSX def2/J DEFGRID3
* xyz -1 1
C 2.98 -1.05 3.40
C 2.17 -0.75 1.97
C 2.12 0.84 1.57
I 3.38 2.07 2.93
Ta 2.82 1.34 -0.58
C 2.13 -0.70 -1.45
C 3.51 -1.64 -1.53
C 3.20 -3.25 -1.65
F 1.79 -3.63 -1.43
C 0.77 2.21 -1.22
C 0.05 3.20 -0.13
C -1.59 2.94 -0.16
C -2.03 1.40 0.22
C -2.71 0.70 -1.13
C -3.51 -0.70 -0.80
O -4.97 -0.39 -0.83
C -5.74 -1.58 -0.41
C -6.05 -1.75 1.22
O -6.19 -2.48 -1.33
H 4.15 -0.88 3.30
H 2.50 -0.52 4.33
H 2.85 -2.22 3.58
H 2.66 -1.45 1.18
H 1.04 -1.10 2.17
H 1.01 1.21 1.76
H 4.50 0.68 -0.16
H 3.36 3.05 -0.08
H 3.49 1.74 -2.29
H 1.67 -0.57 -2.54
H 1.30 -1.20 -0.76
H 4.13 -1.47 -0.52
H 4.18 -1.23 -2.42
H 3.62 -3.59 -2.71
H 3.89 -3.78 -0.85
H 0.97 2.87 -2.20
H 0.11 1.30 -1.57
H 0.52 3.17 0.94
H 0.19 4.32 -0.53
H -1.96 3.13 -1.27
H -2.19 3.65 0.54
H -2.83 1.37 1.08
H -1.06 0.83 0.58
H -1.90 0.45 -1.95
H -3.48 1.43 -1.67
H -3.25 -1.48 -1.66
H -3.19 -1.21 0.21
H -6.54 -0.74 1.59
H -6.84 -2.61 1.44
H -5.02 -1.93 1.81
*
```